No. 1
C13H17BO4Se3TeYb as an isolated structure at a distorted geometry, computed with ωB97M-V with the def2-TZVPD basis set.

Geometry as XYZ:
```
40
Properties=species:S:1:pos:R:3
Yb 0.673 -2.110 1.276
Se 3.725 -2.918 1.268
Se 2.470 -4.851 1.155
Te 0.291 -4.927 3.071
Se -1.686 -3.819 2.278
O 0.632 0.246 1.413
C 0.461 0.056 2.671
O 0.481 -1.106 3.177
C 0.129 1.185 3.681
C 0.435 2.548 3.440
C -0.113 3.503 4.300
C -0.960 3.088 5.344
C -1.233 1.741 5.587
C -0.688 0.773 4.788
H 1.020 2.819 2.559
H 0.192 4.548 4.205
H -1.485 3.844 5.926
H -1.833 1.508 6.460
H -0.878 -0.260 4.971
C -1.069 -0.431 -4.855
C -0.901 -0.420 -3.348
C -1.686 0.699 -2.685
O -1.560 -1.669 -2.903
B -0.548 -2.375 -2.430
O 0.682 -1.905 -2.162
C 0.671 -0.608 -2.824
C 1.631 -0.730 -3.971
C 1.119 0.389 -1.780
H -2.154 -0.286 -5.035
H -0.789 -1.365 -5.362
H -0.610 0.401 -5.366
H -2.692 0.773 -3.156
H -1.231 1.687 -2.688
H -1.879 0.443 -1.632
H 1.393 -1.535 -4.675
H 2.592 -0.974 -3.535
H 1.689 0.209 -4.530
H 0.451 0.325 -0.912
H 1.110 1.347 -2.248
H 2.147 0.158 -1.474
```

Properties
Orbital gap (spin up / spin down) = 5.9 / 5.6 eV
Charge = -1
HOMO energy (spin up / spin down) = -3.58 / -3.58 eV
Expectation value of S² = 0.7524
2S+1 = 2
LUMO energy (spin up / spin down) = 0.0844 / 0.0748 Ha



No. 2
One molecule with the formula C19H22N2O6S at a distorted geometry, computed with ωB97M-V with the def2-TZVPD basis set.

Geometry as XYZ:
```
50
Properties=species:S:1:pos:R:3
C -3.084 -4.726 -0.761
C -2.206 -4.220 0.379
O -2.806 -3.157 1.097
C -2.817 -1.906 0.583
C -2.201 -1.509 -0.603
C -2.261 -0.185 -0.998
C -2.932 0.742 -0.229
S -2.947 2.454 -0.746
O -2.342 2.537 -2.047
O -4.266 2.979 -0.561
N -1.942 3.309 0.281
C -2.367 3.406 1.657
C -0.532 3.125 0.030
C -0.071 1.697 0.323
O -0.289 1.141 1.382
N 0.576 1.102 -0.697
C 1.139 -0.230 -0.598
C 2.646 -0.179 -0.574
C 3.395 -0.691 -1.620
C 4.788 -0.628 -1.628
C 5.391 -0.024 -0.553
C 4.641 0.501 0.503
C 3.272 0.435 0.517
O 5.486 1.042 1.433
C 6.792 0.838 0.937
O 6.722 0.175 -0.308
C -3.573 0.358 0.936
C -3.512 -0.956 1.342
H -3.256 -3.947 -1.498
H -4.047 -5.044 -0.369
H -2.604 -5.572 -1.245
H -1.214 -3.929 0.014
H -2.078 -5.009 1.126
H -1.672 -2.216 -1.222
H -1.801 0.145 -1.916
H -1.928 4.301 2.101
H -2.076 2.530 2.243
H -3.449 3.510 1.642
H -0.367 3.381 -1.017
H 0.024 3.817 0.669
H 0.727 1.606 -1.556
H 0.790 -0.835 -1.439
H 0.755 -0.649 0.337
H 2.893 -1.158 -2.454
H 5.369 -1.031 -2.440
H 2.695 0.833 1.335
H 7.294 1.810 0.809
H 7.366 0.224 1.649
H -4.127 1.087 1.504
H -3.993 -1.284 2.250
```

Properties
Orbital gap = 8.9 eV
HOMO energy = -8.32 eV
2S+1 = 1
LUMO energy = 0.0199 Ha
Structure (SMILES) = CCOc1ccc(S(=O)(=O)N(C)CC(=O)NCc2ccc3c(c2)OCO3)cc1



No. 3
C29H45CrN6O4Si as an isolated structure, computed with ωB97M-V with the def2-TZVPD basis set.

Geometry as XYZ:
```
86
Properties=species:S:1:pos:R:3
Cr 0.235 0.218 -0.060
O 0.243 -1.635 -0.192
C -0.652 -2.450 -0.741
C -0.319 -3.805 -0.868
C -1.195 -4.718 -1.424
C -2.445 -4.305 -1.875
C -2.782 -2.971 -1.769
C -1.910 -2.025 -1.220
C -2.359 -0.646 -1.145
N -1.611 0.305 -0.733
N -2.210 1.558 -0.623
C -1.409 2.352 0.018
O -0.226 1.993 0.449
C -1.841 3.746 0.277
C -1.028 4.591 1.023
C -1.417 5.900 1.265
C -2.621 6.370 0.761
C -3.436 5.528 0.015
C -3.051 4.220 -0.226
H 0.674 -4.100 -0.552
H -0.901 -5.756 -1.520
H -3.136 -5.014 -2.311
H -3.749 -2.629 -2.122
H -3.381 -0.408 -1.429
H -0.091 4.212 1.407
H -0.779 6.553 1.846
H -2.924 7.393 0.948
H -4.375 5.893 -0.380
H -3.674 3.553 -0.805
N 2.027 0.328 1.119
C 2.037 -0.732 2.136
C 3.050 -0.402 3.247
C 3.249 -1.384 4.404
C 3.529 -2.825 3.989
N 2.296 -3.378 3.460
C 2.214 -4.399 2.665
N 1.017 -4.709 2.125
N 3.282 -5.171 2.344
C 0.580 -0.944 2.605
O 0.367 -1.906 3.419
O -0.286 -0.197 2.153
H 2.915 0.378 0.632
H 1.854 1.235 1.549
H 2.341 -1.647 1.621
H 2.782 0.570 3.671
H 4.015 -0.262 2.746
H 2.374 -1.385 5.058
H 4.089 -1.026 5.001
H 3.857 -3.395 4.864
H 4.334 -2.856 3.243
H 1.368 -2.651 3.491
H 0.287 -4.012 2.185
H 0.960 -5.360 1.362
H 4.112 -5.100 2.904
H 3.136 -6.043 1.867
C -0.195 0.914 -3.640
Si 1.141 0.831 -2.294
C 1.958 2.605 -2.324
C 0.851 3.660 -2.181
C 2.936 2.800 -1.161
C 2.694 2.925 -3.632
C 2.413 -0.530 -2.889
C 1.627 -1.721 -3.451
C 3.257 -1.039 -1.714
C 3.367 -0.073 -3.999
H 0.195 1.234 -4.611
H -0.980 1.613 -3.343
H -0.672 -0.059 -3.776
H 0.334 3.579 -1.229
H 0.113 3.593 -2.982
H 1.295 4.662 -2.229
H 2.424 2.703 -0.200
H 3.372 3.806 -1.194
H 3.765 2.086 -1.194
H 2.091 2.696 -4.513
H 3.640 2.394 -3.724
H 2.922 3.997 -3.664
H 0.941 -2.143 -2.722
H 2.326 -2.514 -3.745
H 1.054 -1.449 -4.339
H 2.622 -1.465 -0.934
H 3.871 -0.244 -1.277
H 3.944 -1.827 -2.051
H 2.847 0.445 -4.808
H 3.865 -0.948 -4.436
H 4.150 0.585 -3.623
```

Properties
Orbital gap (spin up / spin down) = 7.0 / 6.7 eV
HOMO energy (spin up / spin down) = -7.11 / -6.74 eV
Expectation value of S² = 0.7791
2S+1 = 2
LUMO energy (spin up / spin down) = -0.0022 / -0.0022 Ha



No. 4
One molecule with the formula C4H6N2 at a distorted geometry, computed with ωB97M-V with the def2-TZVPD basis set.

Geometry as XYZ:
```
12
Properties=species:S:1:pos:R:3
N -2.018 0.209 -0.277
C -0.628 0.113 -0.149
C 0.112 -1.131 -0.131
C 1.426 -0.808 -0.087
N 1.576 0.583 -0.035
C 0.279 1.123 -0.091
H -2.383 1.095 0.051
H -2.496 -0.554 0.184
H -0.312 -2.126 -0.069
H 2.315 -1.429 -0.102
H 1.986 0.732 0.889
H 0.144 2.193 -0.184
```

Properties
Orbital gap = 9.0 eV
HOMO energy = -7.83 eV
2S+1 = 1
LUMO energy = 0.0417 Ha
Structure (SMILES) = Nc1cc[nH]c1